Entry 1:
This record from the Open Molecules 2025 dataset describes a structure of composition C54H71Cl3N2O2P2SSiTi. The level of theory is ωB97M-V/def2-TZVPD.

Computed properties:
Kohn-Sham gap (spin up / spin down)	7.91 / 7.84	eV
total charge	+1
multiplicity	2
LUMO level (spin up / spin down)	-0.085 / -0.081	Ha

Each line ends with the Mulliken charge.
Geometry (Å):
Ti1 0.22064 -0.11850 -0.05973  -0.91
C1 -1.79062 -2.25400 2.68938  -1.71
Si1 -0.59712 -0.89296 2.22603  1.78
C2 -1.34101 0.75736 2.85777  0.51
C3 -2.43742 0.72192 3.72438  -0.73
C4 -3.13772 1.86993 4.07592  -1.05
C5 -2.75773 3.09938 3.56345  -1.12
C6 -1.66694 3.17112 2.71131  -0.84
C7 -0.96183 2.02446 2.35901  1.28
P1 0.46936 2.13591 1.23748  1.19
C8 1.89749 2.87984 2.16899  0.31
C9 1.62017 4.24591 2.83699  -1.16
C10 1.08196 4.18295 4.26588  -0.43
C11 1.94220 3.28957 5.14639  -1.34
C12 2.02599 1.90005 4.53321  -0.05
C13 2.64211 1.95726 3.13946  0.00
C14 0.25893 3.48359 -0.02830  -0.36
C15 1.32604 3.28837 -1.12733  0.03
C16 1.36699 4.49785 -2.06114  -1.20
C17 -0.00255 4.78202 -2.67034  -0.56
C18 -1.06717 4.91914 -1.58678  -1.19
C19 -1.10033 3.67506 -0.69997  -0.66
C20 1.01184 -1.29013 3.17294  1.05
C21 0.99690 -1.40684 4.56811  -0.36
C22 2.14734 -1.66080 5.29375  -1.01
C23 3.36379 -1.77695 4.63316  -1.14
C24 3.40799 -1.68996 3.25175  0.42
C25 2.24281 -1.47316 2.51345  -0.28
P2 2.16747 -1.57532 0.68542  0.92
C26 3.73399 -1.00657 -0.08322  0.18
C27 5.03892 -1.82039 0.09087  -0.95
C28 6.28226 -0.94707 -0.15133  -1.07
C29 6.00388 0.10402 -1.21856  -0.93
C30 4.95548 1.10952 -0.71724  -1.05
C31 3.98355 0.46427 0.28033  0.22
C32 2.02016 -3.38068 0.35733  0.53
C33 2.83949 -4.31423 1.25242  -0.34
C34 2.50752 -5.77131 0.92187  -0.79
C35 2.72475 -6.08787 -0.55479  -0.86
C36 1.92390 -5.13890 -1.44207  -0.71
C37 2.27820 -3.68882 -1.12639  -0.76
H1 -1.85200 -2.36559 3.77393  0.55
H2 -1.43733 -3.20531 2.28518  0.44
H3 -2.80363 -2.08539 2.31653  0.39
H4 -2.76679 -0.22616 4.13033  0.39
H5 -3.98386 1.80200 4.74700  0.45
H6 -3.30082 3.99650 3.82833  0.51
H7 -1.36171 4.13662 2.32384  0.48
H8 2.57556 3.06381 1.32866  0.70
H9 0.97535 4.88140 2.23042  0.22
H10 2.58787 4.76057 2.86683  0.59
H11 0.05613 3.80128 4.27628  0.02
H12 1.04267 5.19993 4.66120  0.52
H13 1.53586 3.24293 6.15787  0.49
H14 2.94951 3.71389 5.22766  0.40
H15 1.01936 1.46895 4.47859  -0.14
H16 2.61866 1.23206 5.16005  0.52
H17 2.73792 0.95819 2.72001  -0.98
H18 3.66044 2.35429 3.23308  0.89
H19 0.50307 4.41193 0.49556  1.12
H20 1.08063 2.39151 -1.71069  -0.43
H21 2.31966 3.12618 -0.70272  -0.18
H22 2.10707 4.32708 -2.84514  0.40
H23 1.70376 5.37435 -1.49677  0.39
H24 -0.27639 3.95345 -3.33289  0.13
H25 0.03601 5.68066 -3.28757  0.49
H26 -2.04976 5.08126 -2.03385  0.47
H27 -0.85381 5.80102 -0.97200  0.35
H28 -1.31229 2.81140 -1.33785  -0.04
H29 -1.90994 3.73423 0.03018  0.24
H30 0.06243 -1.27469 5.10332  0.31
H31 2.10411 -1.74209 6.37169  0.41
H32 4.27403 -1.94450 5.19331  0.46
H33 4.36043 -1.79908 2.75779  0.18
H34 3.46537 -1.02696 -1.14915  0.53
H35 5.04424 -2.64657 -0.62017  0.42
H36 5.10498 -2.27750 1.07426  0.09
H37 7.12059 -1.58282 -0.43732  0.57
H38 6.57865 -0.44970 0.77678  0.31
H39 5.64584 -0.39329 -2.12483  0.29
H40 6.91963 0.62448 -1.49928  0.55
H41 4.39227 1.51607 -1.56070  0.21
H42 5.45277 1.95485 -0.23638  0.52
H43 3.04545 1.03044 0.30418  -1.11
H44 4.38313 0.50938 1.29707  0.38
H45 0.96513 -3.59502 0.56589  0.72
H46 2.63573 -4.11486 2.30652  0.13
H47 3.90734 -4.13881 1.09335  0.16
H48 1.45776 -5.95559 1.17773  0.32
H49 3.10239 -6.43553 1.55024  0.44
H50 2.46398 -7.12494 -0.76765  0.41
H51 3.78932 -5.97667 -0.78991  0.33
H52 0.85237 -5.29037 -1.26636  0.26
H53 2.10296 -5.34784 -2.49829  0.45
H54 1.72940 -3.00610 -1.78037  -0.04
H55 3.33692 -3.53296 -1.34029  0.20
Cl1 -2.08682 -3.03344 -6.23040  -0.16
C38 -1.28275 -2.17324 -4.96070  0.24
C39 -1.33319 -2.67130 -3.66733  -1.44
C40 -0.72119 -1.92360 -2.68503  1.59
Cl2 -0.74561 -2.44335 -1.01013  -0.32
C41 -0.05546 -0.72618 -2.91871  -2.01
O1 0.49124 -0.05607 -1.89425  0.19
C42 -0.01904 -0.27008 -4.22970  0.58
Cl3 0.77770 1.22470 -4.57860  -0.24
C43 -0.63208 -0.98427 -5.24988  -0.45
H56 -1.84994 -3.59255 -3.43623  0.58
H57 -0.60289 -0.60808 -6.26175  0.56
C44 -7.02983 1.19231 -2.98734  -0.89
C45 -6.55481 1.88811 -1.71725  -0.92
C46 -5.07856 1.67008 -1.43091  -0.38
N1 -4.84662 0.26827 -1.09107  0.32
C47 -3.68599 -0.25366 -0.74225  -0.94
S1 -2.33766 0.72614 -0.51499  0.34
N2 -3.65272 -1.62575 -0.59059  0.22
C48 -4.13214 -2.62655 -1.44406  -0.03
O2 -4.07071 -3.77316 -1.08062  -0.59
C49 -4.57782 -2.23503 -2.81856  0.42
C50 -3.84110 -1.32429 -3.57398  1.54
C51 -4.19549 -1.07639 -4.88906  -1.55
C52 -5.30184 -1.71319 -5.43913  -0.67
C53 -6.04541 -2.60619 -4.68039  -0.90
C54 -5.67528 -2.88230 -3.37087  -0.41
H58 -8.10077 1.32408 -3.13294  0.40
H59 -6.83799 0.11635 -2.97212  0.15
H60 -6.52016 1.59594 -3.86333  0.27
H61 -7.14069 1.55487 -0.85552  0.35
H62 -6.71910 2.96379 -1.79333  0.40
H63 -4.72380 2.28401 -0.60247  0.25
H64 -4.46902 1.91789 -2.30543  0.33
H65 -5.62743 -0.36597 -1.19257  0.60
H66 -3.01489 -1.97268 0.11967  -0.28
H67 -2.97579 -0.83198 -3.14557  0.15
H68 -3.60764 -0.39249 -5.48620  0.57
H69 -5.58174 -1.51478 -6.46457  0.52
H70 -6.90048 -3.10571 -5.11379  0.44
H71 -6.21463 -3.61160 -2.78146  0.52

---

Entry 2:
This record from the Open Molecules 2025 dataset describes a structure of composition C54H75N13. The level of theory is ωB97M-V/def2-TZVPD.

Computed properties:
Kohn-Sham gap	7.12	eV
LUMO level	0.018	Ha

Each line ends with the Mulliken charge.
Geometry (Å):
N1 1.64582 3.38545 2.87134  0.59
C1 0.75752 2.74755 2.03465  0.03
C2 -0.39616 2.55777 2.72099  2.15
C3 -0.17434 2.91000 4.05386  -0.80
C4 1.09236 3.56902 4.08952  -0.91
H1 2.57554 3.69958 2.63251  0.08
H2 0.97298 2.44573 1.02031  -0.47
H3 -1.28328 2.14014 2.26820  -0.67
H4 -0.72400 2.90159 4.98349  0.76
H5 1.59355 4.12127 4.87070  0.48
N2 5.02279 -2.61575 1.57411  0.06
C5 4.45500 -3.88439 1.41912  -1.05
C6 3.06723 -3.77177 1.31789  -0.74
C7 2.81228 -2.33005 1.33927  1.43
C8 4.00091 -1.71124 1.50925  -1.45
H6 5.99403 -2.34876 1.64837  0.29
H7 5.19760 -4.66476 1.34202  0.42
H8 2.27316 -4.49174 1.18567  0.56
H9 1.83717 -1.86840 1.28978  -1.03
H10 4.18951 -0.67191 1.73425  0.85
N3 -5.22609 -2.40773 0.08399  -0.08
C9 -4.53408 -3.20696 0.96020  -1.53
C10 -3.23607 -3.25921 0.61068  -0.55
C11 -3.13277 -2.70721 -0.63249  1.40
C12 -4.32705 -2.20892 -0.94542  -0.67
H11 -6.22220 -2.24634 0.12650  0.25
H12 -5.04753 -3.46816 1.87374  0.45
H13 -2.42194 -3.57195 1.24770  1.00
H14 -2.24439 -2.69678 -1.24654  -0.64
H15 -4.66823 -1.67691 -1.82117  0.68
N4 -0.15034 0.31365 -2.56569  1.70
C13 0.69512 0.05182 -3.66228  -1.21
C14 0.57133 1.05077 -4.56208  -1.62
C15 -0.28327 1.94735 -4.01345  -0.97
C16 -0.72306 1.57724 -2.77353  -0.27
H16 -0.15404 -0.16412 -1.67584  -0.55
H17 1.37344 -0.78831 -3.64109  0.77
H18 1.09212 1.11355 -5.50614  0.68
H19 -0.51697 2.89296 -4.47991  0.87
H20 -1.24396 2.13549 -2.00971  0.04
N5 2.99523 2.70538 -0.68121  0.23
C17 2.69651 1.40757 -0.38009  -1.81
C18 2.86595 1.21284 0.95311  0.55
C19 3.11779 2.40810 1.51153  -0.89
C20 3.13107 3.30579 0.46224  -1.75
H21 2.95165 3.08786 -1.61497  0.43
H22 2.45649 0.81759 -1.25227  1.64
H23 2.80489 0.27957 1.49320  -1.18
H24 3.33271 2.65623 2.54043  0.97
H25 3.23250 4.37950 0.51927  0.36
N6 -3.02548 0.02667 -4.19118  0.19
C21 -3.27148 0.03262 -2.86287  -1.10
C22 -2.55460 -1.08342 -2.35085  1.73
C23 -1.92110 -1.70977 -3.40923  0.18
C24 -2.18029 -1.01458 -4.52810  -1.89
H26 -3.29303 0.76224 -4.82951  0.31
H27 -3.82399 0.78662 -2.32193  0.52
H28 -2.54846 -1.33231 -1.29993  -2.25
H29 -1.20675 -2.49966 -3.22985  0.54
H30 -1.94868 -1.18995 -5.56829  0.36
N7 -1.93595 4.75572 -0.85761  -0.16
C25 -2.10828 3.45661 -0.41886  -1.76
C26 -2.07555 3.49121 0.95339  0.30
C27 -1.62996 4.76142 1.31514  -1.00
C28 -1.60329 5.55268 0.18627  -0.84
H31 -1.87236 5.06972 -1.81545  0.36
H32 -2.37707 2.64084 -1.07360  1.32
H33 -2.34436 2.58918 1.48301  1.71
H34 -1.32821 5.04595 2.31234  0.44
H35 -1.23597 6.55872 0.04713  0.43
N8 1.22088 3.18401 -2.07767  0.28
C29 0.86890 4.40158 -1.59156  0.20
C30 0.91879 5.31300 -2.61693  -0.76
C31 1.26234 4.62259 -3.76136  -0.97
C32 1.29797 3.27637 -3.47989  -0.67
H36 1.27601 2.27752 -1.63567  0.63
H37 0.51107 4.67043 -0.60867  0.19
H38 0.87343 6.38899 -2.53585  0.50
H39 1.37978 4.98293 -4.77269  0.45
H40 1.37610 2.35621 -4.03989  0.27
N9 0.88627 1.14829 4.06155  -0.45
C33 2.00333 0.43542 4.45363  -0.70
C34 1.66197 -0.49900 5.40583  -1.16
C35 0.31621 -0.31998 5.64809  -0.87
C36 -0.14218 0.60650 4.75518  -0.76
H41 0.79331 1.97288 3.48580  -0.41
H42 2.99167 0.69651 4.10517  0.49
H43 2.34719 -1.13413 5.94755  0.48
H44 -0.35282 -0.78466 6.35724  0.48
H45 -1.17266 0.92176 4.68372  0.57
N10 -3.05958 -5.22751 -3.72692  -0.01
C37 -2.20818 -4.15960 -3.39461  -1.19
C38 -2.16103 -4.12469 -2.03277  1.35
C39 -2.93866 -5.20488 -1.55960  -0.45
C40 -3.57256 -5.84001 -2.61037  -1.00
H46 -3.30639 -5.51193 -4.66410  0.23
H47 -1.53501 -3.66124 -4.07641  0.70
H48 -1.48377 -3.55112 -1.41736  -0.90
H49 -3.11223 -5.43565 -0.51892  0.59
H50 -4.31109 -6.62730 -2.64433  0.42
N11 -2.41953 -1.73732 3.60649  0.26
C41 -1.25694 -1.21444 3.17801  -0.57
C42 -0.46669 -2.22562 2.79547  1.08
C43 -1.13285 -3.43686 2.90590  -1.03
C44 -2.34124 -3.09771 3.51774  -1.35
H51 -3.17075 -1.17521 3.98038  0.24
H52 -1.13724 -0.14505 3.27000  0.13
H53 0.56553 -2.05948 2.52468  0.75
H54 -0.81028 -4.44380 2.68580  0.42
H55 -3.15147 -3.80154 3.63833  0.44
N12 3.49224 -1.52279 -0.61896  0.82
C45 2.48949 -1.47290 -1.51446  -0.49
C46 3.09757 -1.45829 -2.72231  -0.11
C47 4.45274 -1.64839 -2.56251  -1.42
C48 4.69256 -1.70528 -1.18968  -0.39
H56 3.49755 -1.51017 0.39094  0.49
H57 1.50696 -1.38345 -1.07509  1.00
H58 2.50607 -1.52649 -3.62337  0.76
H59 5.16732 -1.69334 -3.37105  0.43
H60 5.56514 -1.84067 -0.56787  0.43
C49 -0.02068 2.44083 -0.41870  0.20
C50 -0.86030 1.35865 0.30133  -0.78
N13 -0.29363 0.03693 -0.06084  1.02
C51 1.03274 -0.35944 0.61648  -1.07
C52 0.90699 -0.02782 2.12330  -0.60
C53 -1.29619 -1.06481 -0.07286  0.07
C54 -0.81788 -2.34742 -0.61798  0.58
H61 -0.54162 3.39125 -0.53455  -0.53
H62 0.19507 2.19686 -1.45890  -1.65
H63 0.92559 2.68160 0.06576  1.46
H64 -0.91845 1.47462 1.38358  -0.91
H65 -1.86945 1.34338 -0.11036  0.89
H66 1.30992 -1.41114 0.54422  0.53
H67 1.74277 0.24180 0.04863  1.77
H68 -0.04933 -0.29707 2.57168  -0.17
H69 1.60274 -0.54429 2.78457  0.24
H70 1.03289 1.02978 2.35507  1.23
H71 -2.20712 -0.69359 -0.54242  1.30
H72 -1.42643 -1.34038 0.97366  -0.79
H73 -0.21049 -2.13543 -1.49789  0.05
H74 -1.53749 -2.81937 -1.28696  -1.38
H75 -0.28448 -2.98995 0.08254  0.83

---

The following strongest force on any atom values (in eV/A) correspond, in order, to the records above: 1.21 12.74.
The following energy above the lowest of the compared OMol25 structures with the same formula, charge and spin values (in eV) correspond, in order, to the records above: 0.0000 50.6321.